CF2I2O2S | ωB97M-V with the def2-TZVPD basis set

Values from the calculation:
**HOMO**: -10.563 eV
**Energy above the lowest of the compared OMol25 structures with the same formula, charge and spin**: 0.0 kJ/mol
**HOMO-LUMO gap**: 9.369 eV

Each line ends with the natural charge from an NBO analysis.
Cartesian coordinates (Å):
C (-0.560594, -0.726394, -0.083493)  0.326
O (0.282810, 1.531655, 1.248338)  -0.871
O (0.335308, 1.467661, -1.202998)  -0.900
F (-0.245742, -1.556212, -1.107923)  -0.308
F (-0.396082, -1.448702, 1.056568)  -0.332
S (0.491752, 0.808005, 0.011605)  1.897
I (-2.555294, 0.028864, 0.047967)  0.178
I (2.647842, -0.104876, 0.029935)  0.010

Cartesian forces (eV/Å) of the 2 atoms listed first:
-0.43 -1.01 1.02
-0.11 -1.33 -1.03


C23H25N5NdPS | ωB97M-V with the def2-TZVPD basis set

Values from the calculation:
**Spin multiplicity**: 4
**Total charge**: +2
**HOMO (spin up / spin down)**: -13.483 / -13.440 eV
**Expectation value of S²**: 3.77
**HOMO-LUMO gap (spin up / spin down)**: 7.289 / 7.409 eV

Each line ends with the Löwdin spin population.
Cartesian coordinates (Å):
Nd (-0.053633, 0.212550, -0.585995)  3.079
S (0.562620, -4.117773, -2.441918)  -0.002
C (-1.060540, -4.176901, -1.943582)  -0.001
C (-1.409466, -3.080501, -1.216548)  -0.002
C (-0.347508, -2.138784, -1.048004)  -0.022
C (0.799201, -2.589780, -1.688005)  -0.004
C (2.106226, -1.911440, -1.781941)  0.000
C (3.162346, -2.441163, -2.520528)  0.000
C (4.362525, -1.765348, -2.588606)  0.000
C (4.506519, -0.550917, -1.921698)  0.000
C (3.424830, -0.071006, -1.228898)  0.000
N (2.247291, -0.722746, -1.149843)  -0.006
H (-1.678521, -5.021887, -2.210866)  0.000
H (-2.409782, -2.953629, -0.823405)  0.000
H (3.037459, -3.383027, -3.037184)  0.000
H (5.184504, -2.173936, -3.162687)  0.000
H (5.429521, 0.009782, -1.950712)  0.000
H (3.487602, 0.876196, -0.705093)  0.000
C (-1.431812, -0.269539, 5.470511)  0.000
N (-0.887897, 1.131471, 5.129136)  0.000
C (0.560108, 1.222680, 5.639044)  0.000
N (1.349482, 0.174447, 5.088271)  0.000
C (0.782314, -1.131536, 5.437552)  0.000
N (-0.584333, -1.277405, 4.931365)  0.000
C (-0.638260, -1.369063, 3.474247)  0.000
P (0.015996, 0.179018, 2.676056)  -0.002
C (-0.965161, 1.403921, 3.656509)  0.000
C (1.596033, 0.316526, 3.651867)  0.000
H (-2.443222, -0.321807, 5.071477)  0.000
H (-1.459824, -0.321152, 6.557168)  0.000
H (-1.459293, 1.826666, 5.615801)  0.000
H (0.503513, 1.141533, 6.722946)  0.000
H (0.933564, 2.205837, 5.360323)  0.000
H (0.770581, -1.232313, 6.522237)  0.000
H (1.407765, -1.920026, 5.024695)  0.000
H (-1.665044, -1.538867, 3.147399)  0.000
H (-0.047066, -2.219149, 3.133715)  0.000
H (-2.005607, 1.367417, 3.349810)  0.000
H (-0.598339, 2.412890, 3.468753)  0.000
H (2.071583, 1.276690, 3.448378)  0.000
H (2.283887, -0.463477, 3.324364)  0.000
C (-1.482566, 2.238577, -1.026701)  -0.024
C (-2.339694, 2.291232, 0.186230)  -0.002
C (-2.915959, 1.120053, 0.706815)  -0.003
C (-3.722945, 1.131045, 1.834824)  0.001
C (-3.921897, 2.320838, 2.519773)  -0.003
C (-3.383323, 3.508625, 2.013754)  0.000
C (-2.619121, 3.492495, 0.862641)  -0.003
C (-4.535116, 2.270733, 3.824987)  0.000
N (-4.914085, 2.135835, 4.903075)  -0.001
H (-1.072884, 3.222808, -1.251937)  -0.001
H (-2.097562, 1.957834, -1.890510)  -0.001
H (-2.782312, 0.173917, 0.199725)  0.000
H (-4.170705, 0.217471, 2.210078)  0.000
H (-3.569218, 4.440889, 2.532268)  0.000
H (-2.216545, 4.419688, 0.474296)  0.000

Cartesian forces (eV/Å) of the 2 atoms listed first:
0.17 0.00 0.38
0.04 -0.14 -0.13


C19H25BF3FeN6O3 | ωB97M-V with the def2-TZVPD basis set

Values from the calculation:
**Spin multiplicity**: 2
**HOMO (spin up / spin down)**: -8.468 / -8.478 eV
**Expectation value of S²**: 0.80
**HOMO-LUMO gap (spin up / spin down)**: 8.971 / 8.012 eV

Each line ends with the Löwdin spin population.
Cartesian coordinates (Å):
Fe (-0.260952, -0.282646, -0.062746)  0.021
C (-1.237463, -3.573553, 1.184749)  0.000
C (-0.945142, -2.435542, 2.104851)  0.002
C (-1.023934, -2.448997, 3.503631)  0.000
C (-0.667742, -1.179357, 3.909642)  0.000
C (-0.565649, -0.621528, 5.289955)  0.000
N (-0.398234, -0.459822, 2.805475)  -0.001
N (-0.572303, -1.230154, 1.693018)  0.002
B (0.106501, 0.996080, 2.684937)  0.000
N (-0.928927, 1.792421, 1.869091)  0.002
N (-1.267274, 1.316050, 0.647445)  0.003
C (-2.181558, 2.136535, 0.136158)  0.001
C (-2.806344, 1.951794, -1.207906)  0.000
C (-2.432341, 3.169552, 1.052378)  0.000
C (-1.621987, 2.912093, 2.141841)  0.000
C (-1.481613, 3.657848, 3.426532)  0.000
N (1.451441, 0.975560, 1.903976)  0.001
N (1.484541, 0.344625, 0.706696)  0.000
C (2.742071, 0.355709, 0.276128)  0.000
C (3.149201, -0.305519, -0.999342)  0.003
C (3.541310, 1.026450, 1.214560)  0.000
C (2.683915, 1.399620, 2.233693)  0.000
C (2.977057, 2.113873, 3.510407)  0.000
H (-1.206335, -4.507893, 1.742629)  0.000
H (-0.507034, -3.631177, 0.379737)  0.000
H (-2.232592, -3.478848, 0.745592)  0.000
H (-1.297620, -3.280972, 4.130217)  0.000
H (-0.860546, -1.381945, 6.010416)  0.000
H (-1.215928, 0.244007, 5.420177)  0.000
H (0.453086, -0.307811, 5.520345)  0.000
H (0.267312, 1.487407, 3.762529)  0.000
H (-2.486200, 1.025730, -1.674423)  0.000
H (-2.557822, 2.789333, -1.863253)  0.000
H (-3.892212, 1.923445, -1.112499)  0.000
H (-3.130296, 3.982262, 0.940726)  0.000
H (-2.145634, 4.519886, 3.423226)  0.000
H (-0.460422, 4.011133, 3.573918)  0.000
H (-1.738757, 3.029534, 4.279709)  0.000
H (2.310453, -0.832905, -1.448256)  0.000
H (3.941685, -1.029241, -0.807444)  0.000
H (3.534809, 0.419155, -1.719744)  0.002
H (4.604784, 1.191470, 1.170537)  0.000
H (4.037375, 2.353191, 3.561061)  0.000
H (2.721296, 1.499971, 4.374340)  0.000
H (2.410683, 3.042766, 3.587404)  0.000
C (1.087768, 3.007094, -1.046213)  0.135
C (0.829346, 1.855596, -1.966558)  0.554
O (0.176729, 0.879999, -1.806865)  0.256
H (0.946123, 3.936147, -1.595411)  0.002
H (2.135744, 2.950259, -0.743047)  0.000
H (0.439774, 2.953403, -0.170730)  0.016
F (-0.668588, -3.526179, -3.310714)  0.000
C (-1.630549, -2.978866, -2.569465)  0.000
F (-2.507114, -2.391878, -3.390118)  0.000
F (-2.270553, -3.969458, -1.929138)  0.000
C (-1.061787, -1.964587, -1.558079)  0.001
O (-1.851303, -1.133034, -1.050969)  0.000
O (0.156690, -2.001405, -1.271645)  -0.001

Cartesian forces (eV/Å) of the 2 atoms listed first:
-0.39 0.04 0.16
-0.02 0.03 -0.03


C3H15AgO9P | ωB97M-V with the def2-TZVPD basis set

Values from the calculation:
**Spin multiplicity**: 2
**Total charge**: -2
**HOMO (spin up / spin down)**: -0.766 / -0.741 eV
**Energy above the lowest of the compared OMol25 structures with the same formula, charge and spin**: 56.1 kJ/mol
**Expectation value of S²**: 0.76
**HOMO-LUMO gap (spin up / spin down)**: 6.279 / 6.205 eV

Each line ends with the Löwdin spin population.
Cartesian coordinates (Å):
Ag (6.257495, 5.388937, 6.744058)  0.001
C (8.716491, 8.239462, 5.221968)  0.000
C (7.664645, 7.189467, 4.970626)  0.000
C (7.864618, 6.685387, 3.610536)  0.000
O (7.928641, 6.190080, 5.871780)  0.000
H (8.915815, 8.900425, 4.433215)  0.000
H (9.424064, 7.419043, 5.204976)  0.000
H (8.614102, 8.805541, 6.200305)  0.000
H (6.625548, 7.386924, 5.143557)  0.000
H (7.760380, 7.296826, 2.716413)  0.000
H (7.190707, 5.911012, 3.325501)  0.000
H (8.936305, 6.403096, 3.767395)  0.000
P (5.421941, 3.220111, 8.242836)  -0.014
O (3.840501, 3.133002, 7.959367)  0.567
O (5.251069, 1.980621, 9.093613)  0.412
O (5.844568, 4.510762, 8.825429)  0.007
O (6.301881, 3.131597, 6.928872)  0.018
O (3.987598, 4.935212, 5.140623)  0.005
H (3.666480, 4.483745, 6.010247)  0.005
H (4.622813, 4.260678, 4.691135)  0.000
O (3.818249, 6.060795, 10.468928)  0.000
H (4.218559, 5.332950, 9.931342)  0.000
H (4.108663, 5.704662, 11.344393)  0.000
O (4.684154, 8.074016, 6.524888)  0.000
H (4.114233, 7.330766, 6.185474)  0.000
H (4.421329, 8.083801, 7.477224)  0.000
O (8.141993, 5.746205, 8.685850)  0.000
H (7.273424, 5.422491, 9.004030)  0.000
H (8.319005, 5.224745, 7.834386)  0.000

Cartesian forces (eV/Å) of the 2 atoms listed first:
-0.64 0.13 -0.40
-0.53 -0.04 1.80


C17H40NP3SeY | ωB97M-V with the def2-TZVPD basis set

Values from the calculation:
**Total charge**: +3
**HOMO (spin up / spin down)**: -15.008 / -14.974 eV
**Energy above the lowest of the compared OMol25 structures with the same formula, charge and spin**: 812.0 kJ/mol
**HOMO-LUMO gap (spin up / spin down)**: 2.460 / 2.382 eV

Each line ends with the Löwdin charge.
Cartesian coordinates (Å):
Y (0.000000, 0.000000, 0.000000)  0.617
P (1.435656, 1.594903, 0.842469)  0.732
P (-1.668558, 0.745952, 1.434836)  0.726
P (1.427245, -0.361271, -1.787382)  0.721
H (-2.197089, 1.310081, -1.269211)  0.072
C (-1.405757, 0.613005, -1.551555)  -0.214
C (-1.581785, -0.798643, -1.241470)  -0.162
H (-2.486074, -1.112229, -0.727441)  0.081
C (1.364411, 3.335752, 0.184794)  -0.205
C (1.426084, 2.013601, 2.654866)  -0.210
C (3.280672, 1.378271, 0.737725)  -0.211
C (-3.400738, 0.156668, 1.156366)  -0.213
C (-1.642383, 0.499019, 3.274401)  -0.207
C (-2.012115, 2.564765, 1.380352)  -0.209
C (0.804207, -1.334661, -3.233225)  -0.211
C (3.059865, -1.220131, -1.612951)  -0.206
C (1.971895, 1.140800, -2.721411)  -0.205
H (-0.992432, 0.886129, -2.524283)  0.081
H (-1.283217, -1.537407, -1.980041)  0.081
H (2.095878, 3.993015, 0.671800)  0.090
H (0.360462, 3.739384, 0.334669)  0.025
H (1.553261, 3.321416, -0.891346)  0.025
H (2.190866, 2.764442, 2.884634)  0.084
H (1.631755, 1.107185, 3.232567)  0.059
H (0.454625, 2.404049, 2.965109)  0.034
H (3.795233, 2.211647, 1.229853)  0.084
H (3.613123, 1.335908, -0.301813)  0.034
H (3.564860, 0.443671, 1.229345)  0.057
H (-4.070364, 0.634814, 1.879217)  0.083
H (-3.450463, -0.928106, 1.284465)  0.067
H (-3.733423, 0.403170, 0.145170)  0.058
H (-2.313809, 1.213930, 3.763170)  0.081
H (-0.635752, 0.619429, 3.675463)  0.023
H (-1.986301, -0.511901, 3.502706)  0.065
H (-2.922066, 2.812249, 1.938585)  0.083
H (-2.126853, 2.870240, 0.337462)  0.042
H (-1.176382, 3.121742, 1.809680)  0.034
H (1.575148, -1.367022, -4.010541)  0.081
H (-0.096561, -0.872214, -3.644066)  0.058
H (0.560796, -2.354999, -2.926397)  0.068
H (3.611969, -1.191718, -2.559114)  0.081
H (2.893948, -2.264930, -1.337149)  0.062
H (3.663213, -0.753669, -0.833406)  0.026
H (2.523252, 0.866988, -3.628072)  0.084
H (2.611326, 1.768362, -2.097141)  0.031
H (1.085965, 1.720472, -2.993139)  0.048
C (-1.965823, 4.972466, -3.799225)  -0.584
C (-2.703622, 3.784827, -3.759524)  -0.142
C (-3.722615, 3.571227, -4.687028)  -0.070
C (-4.013505, 4.532286, -5.655493)  -0.040
C (-3.274651, 5.715531, -5.691036)  -0.038
C (-2.253909, 5.939622, -4.768841)  -0.106
Se (-0.546582, 5.342445, -2.557416)  0.935
H (-0.689308, 4.069525, -1.831393)  -0.213
H (-2.486970, 3.028773, -3.010573)  0.057
H (-4.290412, 2.645618, -4.648551)  0.110
H (-4.808023, 4.361045, -6.375472)  0.123
H (-3.490985, 6.472141, -6.440188)  0.126
H (-1.685121, 6.864779, -4.806105)  0.113
N (0.912284, -1.628132, 1.427268)  0.016
H (1.954985, -1.576955, 1.406782)  0.089
H (0.611483, -2.576708, 1.111311)  0.109
H (0.581380, -1.471588, 2.404997)  0.091

Cartesian forces (eV/Å) of the 2 atoms listed first:
2.03 -6.63 4.45
6.17 7.52 3.41


C17H20N2O2 | ωB97M-V with the def2-TZVPD basis set

Values from the calculation:
**SMILES**: CCCNNC(=O)C(O)(c1ccccc1)c1ccccc1
**HOMO**: -8.228 eV
**Energy above the lowest of the compared OMol25 structures with the same formula, charge and spin**: 1885.6 kJ/mol
**HOMO-LUMO gap**: 8.451 eV

Each line ends with the natural charge from an NBO analysis.
Cartesian coordinates (Å):
C (0.094574, -2.564082, -2.585549)  -0.582
C (-1.236200, -3.392197, -2.405237)  -0.379
C (-2.287164, -2.534876, -1.817322)  -0.176
N (-2.285561, -2.535695, -0.225517)  -0.443
N (-1.384736, -1.740819, 0.293545)  -0.437
C (-1.279684, -0.489088, 0.763418)  0.632
O (-2.281036, 0.081999, 0.801737)  -0.625
C (0.076313, 0.175876, 1.073293)  0.121
C (0.929403, 0.502097, -0.127536)  -0.078
C (2.280982, 0.178082, -0.074324)  -0.115
C (3.283609, 0.603382, -1.217358)  -0.185
C (2.545562, 1.171599, -2.353476)  -0.139
C (0.922469, 1.192581, -2.350185)  -0.144
C (0.451473, 0.877501, -1.291494)  -0.173
H (-0.789473, 1.115716, -1.355706)  0.179
H (0.719760, 1.536787, -3.121251)  0.172
H (3.001289, 1.130288, -3.105707)  0.133
H (4.175457, 0.323016, -1.039590)  0.182
H (2.825393, -0.173658, 0.674911)  0.203
C (0.096676, 1.311770, 2.016130)  -0.014
C (0.629325, 1.573872, 3.138117)  -0.246
C (0.753422, 2.662256, 4.018765)  -0.171
C (-0.091740, 3.693210, 3.431761)  -0.223
C (-0.747003, 3.518482, 2.363969)  -0.233
C (-0.775977, 2.616640, 1.285124)  -0.119
H (-1.314178, 2.285427, 0.492407)  0.228
H (-1.660279, 4.318029, 1.968499)  0.188
H (-0.190971, 4.637836, 3.913748)  0.218
H (1.158161, 2.710271, 4.960847)  0.224
H (1.317844, 0.606497, 3.540713)  0.188
O (0.849204, -0.899706, 1.763101)  -0.718
H (0.240006, -0.990694, 2.652453)  0.473
H (-0.242722, -2.290222, 0.402457)  0.362
H (-3.189533, -2.074241, 0.262134)  0.367
H (-2.360828, -1.435321, -1.980033)  0.183
H (-3.109970, -2.904201, -1.997679)  0.172
H (-1.062915, -4.031474, -1.764292)  0.204
H (-1.417757, -3.849044, -3.105916)  0.179
H (0.836760, -3.084044, -3.099709)  0.199
H (0.682768, -2.019138, -1.621783)  0.200
H (-0.162724, -1.814713, -3.177462)  0.188

Cartesian forces (eV/Å) of the 2 atoms listed first:
0.83 -1.15 4.52
4.80 14.63 8.31


The records above yield largest force on an atom values of 2.9 0.8 0.4 4.9 10.3 17.5 eV Å⁻¹, respectively.